{
  "formula": "C40H31Br2CrN3O3P2",
  "method": "ωB97M-V/def2-TZVPD",
  "largest_force_ev_per_a": 2.32,
  "orbital_gap_ev": [6.029, 6.262],
  "homo_energy_ev": [-10.0677, -10.1369],
  "spin_multiplicity": 4,
  "total_charge": 1,
  "relative_energy_ev": 0.787,
  "e_lumo_ev": [-4.04, -3.87],
  "species": ["Cr", "O", "C", "O", "C", "C", "C", "C", "C", "N", "H", "H", "H", "H", "Br", "C", "C", "C", "Br", "C", "C", "C", "C", "N", "C", "C", "O", "H", "H", "H", "H", "C", "N", "P", "C", "C", "C", "C", "C", "C", "C", "C", "C", "C", "C", "C", "P", "C", "C", "C", "C", "C", "C", "C", "C", "C", "C", "C", "C", "H", "H", "H", "H", "H", "H", "H", "H", "H", "H", "H", "H", "H", "H", "H", "H", "H", "H", "H", "H", "H", "H", "H"],
  "coordinates": [[-0.40161, -0.39805, -0.30197], [-1.25885, -2.43821, -3.58732], [-0.85482, -2.04490, -2.51827], [-0.75577, -0.81649, -2.13957], [-0.35818, -3.00950, -1.45175], [-0.23958, -4.37316, -1.67114], [0.33884, -5.15475, -0.68160], [0.79721, -4.52329, 0.46764], [0.60722, -3.16029, 0.61889], [0.02084, -2.41413, -0.31318], [-0.59096, -4.77792, -2.60879], [0.43456, -6.22358, -0.80915], [1.29290, -5.07299, 1.25020], [0.94453, -2.64372, 1.50774], [1.13158, -0.94009, 4.45404], [-0.63508, -0.94619, 3.77795], [-1.72548, -1.20807, 4.60124], [-3.01201, -1.19439, 4.10257], [-4.46700, -1.48935, 5.27913], [-3.26333, -0.94148, 2.73548], [-4.52371, -0.92337, 2.11114], [-4.58722, -0.65327, 0.76248], [-3.42484, -0.41569, 0.02904], [-2.21636, -0.47785, 0.57538], [-2.13746, -0.71097, 1.90911], [-0.81117, -0.68568, 2.41354], [0.11191, -0.37988, 1.56201], [-1.55823, -1.42208, 5.64592], [-5.41857, -1.12413, 2.68185], [-5.53578, -0.63134, 0.25149], [-3.47637, -0.17757, -1.02481], [-1.75520, 3.00308, 1.23061], [-0.43830, 2.88232, 0.58297], [-0.47915, 1.90558, -0.82636], [0.89689, 2.58076, -1.80711], [1.29361, 3.90378, -1.65174], [2.29796, 4.42474, -2.44587], [2.91476, 3.62286, -3.39265], [2.50756, 2.30959, -3.56518], [1.49651, 1.78519, -2.77896], [-1.80454, 2.59411, -1.86624], [-2.44334, 1.75231, -2.77012], [-3.30178, 2.28142, -3.71922], [-3.52302, 3.64771, -3.76912], [-2.89073, 4.48966, -2.86764], [-2.03013, 3.96819, -1.91963], [0.70808, 2.22537, 1.77467], [0.96208, 3.66581, 2.86570], [1.41386, 3.29306, 4.13086], [1.60409, 4.23950, 5.11793], [1.32336, 5.56995, 4.85111], [0.87967, 5.94758, 3.59273], [0.68981, 5.00336, 2.59642], [2.27227, 2.13197, 0.80694], [2.53409, 1.00649, 0.02703], [3.71779, 0.88847, -0.67586], [4.68107, 1.88005, -0.58188], [4.45385, 2.97847, 0.22792], [3.26467, 3.10182, 0.92577], [-2.48180, 3.39868, 0.51924], [-1.67280, 3.69628, 2.07036], [-2.13387, 2.04620, 1.61641], [0.81947, 4.52097, -0.90343], [2.60723, 5.45383, -2.33314], [3.71289, 4.02229, -4.00000], [2.98808, 1.69588, -4.31207], [1.16567, 0.76049, -2.91404], [-2.23319, 0.69241, -2.75887], [-3.78405, 1.62877, -4.42995], [-4.17967, 4.06062, -4.51846], [-3.05791, 5.55626, -2.91448], [-1.51756, 4.62694, -1.23395], [1.61417, 2.24654, 4.31969], [1.95505, 3.94210, 6.09335], [1.44950, 6.31135, 5.62582], [0.67980, 6.99076, 3.39478], [0.34043, 5.30802, 1.61998], [1.80280, 0.18767, -0.03399], [3.88474, 0.02533, -1.30140], [5.61052, 1.78242, -1.11984], [5.20624, 3.74578, 0.32371], [3.10828, 3.95572, 1.56767]],
  "forces_ev_per_angstrom": [[-0.286, -0.860, 0.517], [0.141, 0.174, 0.428], [-0.179, -1.545, -0.552], [0.021, 1.421, 0.349], [-0.089, -0.262, -0.483], [-0.068, 0.318, 0.042], [-0.040, 0.298, 0.071], [-0.106, -0.001, -0.093], [0.230, -0.189, 0.537], [0.132, -0.494, -0.312], [-0.004, 0.019, -0.040], [0.064, -0.019, 0.001], [0.028, -0.064, 0.101], [-0.039, 0.041, 0.034], [-0.257, -0.040, -0.026], [0.559, 0.292, -1.220], [-0.793, -0.082, 0.046], [0.222, 0.000, 0.373], [0.144, -0.020, -0.070], [0.266, -0.047, -0.116], [0.175, 0.076, -0.451], [-0.186, -0.026, 0.302], [0.308, -0.066, -0.246], [-0.721, 0.169, -0.515], [0.200, -0.196, 0.906], [-0.713, -0.138, 1.094], [0.946, -0.694, -1.050], [-0.007, 0.031, 0.071], [-0.024, 0.021, 0.030], [-0.076, 0.052, -0.063], [0.039, -0.073, -0.044], [-0.314, 0.068, 0.120], [-0.042, -0.407, -0.443], [0.113, 2.295, -0.309], [0.176, -0.296, -0.265], [-0.130, 0.008, 0.043], [0.041, -0.034, -0.102], [-0.025, -0.047, -0.075], [0.011, -0.004, -0.116], [-0.244, 0.108, -0.004], [-0.241, -0.402, 0.137], [0.017, -0.050, 0.121], [-0.080, 0.123, -0.077], [-0.037, -0.115, -0.058], [0.047, 0.049, 0.091], [0.050, -0.013, 0.062], [0.271, 0.631, 0.741], [0.013, -0.090, -0.276], [-0.012, -0.002, -0.182], [0.026, 0.092, 0.062], [0.044, -0.014, -0.004], [-0.071, 0.187, 0.024], [0.164, -0.116, 0.085], [-0.169, -0.012, 0.465], [0.062, -0.056, 0.255], [-0.024, -0.159, 0.011], [-0.067, -0.078, 0.073], [0.054, 0.049, 0.093], [-0.074, -0.110, -0.081], [0.049, -0.004, 0.142], [-0.023, -0.063, -0.080], [0.050, 0.070, 0.032], [0.016, 0.030, 0.109], [-0.006, 0.056, 0.080], [0.053, 0.038, -0.070], [0.011, -0.088, -0.067], [0.060, -0.003, -0.063], [-0.013, -0.019, -0.078], [-0.047, -0.079, -0.071], [-0.089, 0.039, -0.078], [-0.006, 0.044, 0.022], [0.029, 0.072, 0.054], [-0.019, -0.091, 0.129], [0.041, -0.030, 0.120], [0.022, 0.081, 0.032], [-0.054, 0.065, -0.045], [-0.048, -0.014, -0.117], [0.320, 0.137, 0.084], [0.060, -0.110, -0.065], [0.096, 0.000, -0.092], [0.102, 0.078, 0.002], [-0.048, 0.095, 0.007]]
}